[1]
# C26H80N4O14

14 unconnected molecules or ions with the total composition C26H80N4O14 at a distorted geometry (ωB97M-V with the def2-TZVPD basis set, the Open Molecules 2025 dataset).

```
124
Properties=species:S:1:pos:R:3:forces:R:3
O -4.626010 1.689682 -2.495146 -0.2364 -0.9344 -0.6514
O 1.847654 4.005123 -1.628675 -0.0723 0.3516 0.0700
O -1.185594 -3.358608 4.075778 0.9176 0.1372 0.4559
O 1.929695 0.961452 -2.058541 0.1086 1.7781 -0.2309
O -2.449410 1.670269 3.875780 -0.5677 -0.2187 0.1473
O -0.448274 1.189541 -3.343387 -0.3467 -0.8072 -0.8094
O -1.919536 -4.672744 1.312007 -0.0414 -0.4048 0.0030
O 3.638017 0.378766 -4.614347 -0.3694 -0.0541 0.1349
O 4.999544 -0.296802 -1.885482 -0.9368 -0.7243 0.4544
O -0.654349 -1.909311 -1.432526 -0.8218 -0.2539 -1.2631
O -3.111844 -1.028193 3.537823 0.2446 -0.5497 -0.3222
O 1.534289 -5.693188 -3.033562 0.1404 -1.0974 -0.0781
O 0.960681 -0.675275 0.422417 -1.0270 -0.2236 -1.0989
O 3.837007 2.918086 2.317685 -0.3310 -0.3999 0.4769
N -2.456624 -3.162900 -1.347900 -1.1346 -0.6863 -0.4700
N -2.223405 -1.705698 -3.045621 -0.4234 1.2441 -2.3523
N 1.213720 -4.645237 -1.055768 -0.4829 0.6075 1.1844
N 1.377027 -3.452078 -3.055091 -0.1930 0.2574 -0.0390
C -2.811516 1.376107 -1.015814 0.6986 0.9520 -0.1207
C -3.922117 2.327431 -1.448495 -0.3245 0.2023 0.6003
C -0.029521 0.046209 -5.584299 -1.9873 -0.4790 1.5508
C 5.355623 -2.671452 -2.502913 -1.7588 1.0760 -0.7543
C -3.534950 -0.903782 2.121393 1.2442 -0.5915 1.6604
C -2.310763 -1.092718 1.254795 0.5098 -0.4338 -0.4609
C -0.422262 3.522242 -1.017493 -0.7468 -0.0368 0.3119
C -1.760191 -2.269245 -1.972684 4.4788 1.3490 3.6474
C 1.623526 2.202821 1.570719 -0.1275 0.3929 0.7231
C 0.720737 4.471950 -0.862817 0.0153 -0.4414 -0.0336
C -4.865481 2.595654 -0.260260 0.1426 -1.2185 -0.5667
C -0.563652 2.548562 -5.322696 -0.2458 -0.9222 1.4104
C 0.293306 5.822785 -1.258808 -0.9985 1.3896 -1.2609
C -1.034398 1.371519 5.821937 -0.0355 -1.4357 0.9722
C 0.896749 -3.731013 2.999224 0.3488 -0.8395 1.1486
C 3.302081 0.522427 2.249710 1.8183 -0.1718 0.8200
C 1.334301 -4.688517 -2.394368 0.4354 1.6642 -1.3967
C 0.118804 1.305180 -4.663788 -0.7142 0.5718 -0.6329
C -0.604810 3.079415 4.069570 0.0174 -0.6090 1.1721
C 0.590732 -1.727947 4.533147 -0.6801 0.4763 0.4133
C -4.628414 -1.858666 1.777105 -1.3979 -1.0696 -0.2668
C 0.255414 -3.182866 4.289670 0.3877 -0.3486 -1.0418
C 4.089507 -2.060591 -0.323949 -0.0108 0.2449 0.1015
C -1.120983 1.630594 4.357163 0.1889 1.9669 -1.6048
C 2.812158 1.919438 2.495261 -0.6796 0.8594 -0.0366
C 4.426888 -1.645070 -1.740530 1.0106 -0.7092 -1.3850
H -3.199497 -1.612283 -3.136893 -1.2852 -0.2641 -0.2410
H 0.255996 0.838365 -2.766865 0.0275 0.1852 -0.1377
H -0.349755 3.476687 -4.790494 -0.0705 -0.1927 0.4132
H -1.068914 -0.075625 -5.992596 0.5609 0.3947 0.5688
H 5.313148 -2.420307 -3.582444 -0.3445 -0.3481 0.4329
H 3.445590 0.353104 1.189142 0.0436 -0.0831 -0.1754
H 2.438507 4.768730 -1.735398 -0.1024 -0.5105 -0.0496
H -5.297870 1.612234 0.033724 0.3907 0.5132 0.0148
H 4.300543 0.446768 2.754277 -0.7129 -0.1747 -0.4490
H -1.301506 3.782575 4.589600 0.4411 -0.5562 -0.5000
H -3.867864 0.126490 2.128743 -0.1974 0.2426 -0.6628
H 1.091764 3.109810 1.875589 0.2524 -0.1161 -0.1635
H 0.000254 -1.373588 5.399895 0.2202 -0.0364 -0.4319
H -3.530143 3.253370 -1.880853 0.2529 0.1604 0.4503
H 0.495236 -4.735127 2.789200 -0.1071 0.4150 -0.0395
H -1.634135 -3.099666 4.888330 -0.1274 -0.0933 0.0607
H 0.970691 4.489052 0.179958 0.5685 -0.0118 0.6713
H 0.920014 -2.587057 -2.795144 -0.0961 -0.4141 0.8766
H -1.800840 -0.821859 -3.207387 0.8031 0.9294 -0.4952
H 0.390818 3.221668 4.531222 -0.3151 -0.0255 -0.4092
H 3.594474 -3.054474 -0.229941 0.4919 0.5495 -0.5261
H 2.847267 0.317759 -4.057500 0.1016 0.0589 -0.1299
H -2.593468 -0.985529 0.220509 -0.0711 -0.0075 -0.2927
H -5.355576 2.218780 -2.834207 0.1866 0.1905 0.2576
H 0.864889 -3.811871 -0.581763 0.3185 -0.4585 -0.2621
H -1.736220 -2.071316 1.291381 -0.9864 0.9741 0.5313
H -5.590334 -1.697100 2.320055 0.9433 -0.1520 0.1278
H 1.443541 -5.476513 -0.539856 -0.2644 0.0570 -0.0536
H 0.288052 -0.998236 -0.271725 0.8583 0.4302 1.2376
H 0.132396 -0.900676 -5.015164 0.2606 0.6968 -0.3379
H 1.625244 -1.567452 4.791760 0.5003 -0.2560 0.1595
H -2.030450 1.081334 6.178323 0.1979 -0.0889 0.0469
H 0.935465 1.374061 1.715025 -0.2404 0.2108 -0.0510
H -3.253500 -3.397414 -1.889892 -0.9185 -1.3494 0.7107
H 0.567571 0.056931 -6.460491 1.0325 0.2285 -0.5528
H -2.270473 -1.532476 3.569189 -0.7279 0.1722 -0.2275
H -2.386299 1.601548 -0.025691 -0.6208 -0.1665 -0.1002
H -1.969683 -5.622697 1.141721 0.0046 0.1761 -0.0999
H 0.651721 -3.750522 5.151770 -0.6879 -0.0868 -0.2126
H -0.897393 3.606393 -1.992081 -0.0230 0.0887 -0.1240
H 1.170832 1.490510 -4.504560 0.4337 0.1966 -0.2771
H 5.010142 -3.693418 -2.337176 0.1019 0.0815 -0.0942
H 4.090546 2.951100 1.393230 -0.0092 -0.1392 -0.2470
H -0.348848 0.513466 6.000839 -0.3348 0.7799 0.2873
H 1.891752 2.288418 0.511004 0.1588 -0.1798 0.2549
H 2.484456 2.037163 3.557057 0.2705 -0.0318 -0.7401
H 1.423084 -3.514007 -4.053614 0.0957 -0.5241 -0.2179
H -1.627120 -0.278431 1.451227 0.3712 0.1814 0.1660
H -0.575364 3.291104 3.013354 -0.0768 0.1403 -0.2457
H -1.952657 1.398626 -1.663921 0.1862 0.2902 -0.6147
H -2.812927 0.779360 4.013041 -0.1085 -0.0412 -0.2151
H -2.027510 -3.554008 -0.535242 -0.4875 -0.7882 0.5031
H 1.850500 0.501413 -1.224077 0.0189 -0.2858 0.7430
H -1.183912 3.733720 -0.227183 0.5572 -0.2737 -0.5692
H 3.346723 -1.339417 0.043727 0.5108 -0.1862 0.3560
H -0.296713 5.810392 -2.196999 0.6141 -0.0478 0.1497
H -0.078402 2.505603 -0.952516 0.0183 -0.5170 0.3334
H 0.672706 -3.050371 2.192972 0.1987 0.1137 -0.4660
H 0.410540 -1.066028 3.678051 -0.2856 -0.3234 -0.0105
H -1.787358 -4.618007 2.268335 0.0255 0.3582 0.0591
H 1.985099 -3.924236 3.138444 -0.6177 0.6506 -0.1942
H -0.391598 6.270785 -0.561311 -0.3614 -0.0775 0.7027
H -4.293595 3.000382 0.567732 -0.2246 0.2732 0.1998
H -0.602964 0.864475 3.742965 0.2463 0.4131 0.4359
H -4.318736 -2.942081 1.851137 -0.2261 1.1615 0.0487
H -3.144307 0.370221 -1.104193 -0.6794 -0.8064 0.3829
H 3.476845 -1.581805 -2.265063 0.0576 0.0097 -0.3591
H 4.320625 0.401981 -3.937064 0.3000 -0.0526 0.1821
H -5.718817 3.195448 -0.553314 -0.0029 0.5075 0.0844
H 6.400650 -2.582936 -2.312972 0.8410 0.0739 0.9352
H -0.743716 2.242053 6.407097 0.2031 -0.0398 -0.0457
H -1.661800 2.366175 -5.314624 0.6919 0.2238 -0.2155
H 2.673118 -0.272082 2.655702 -0.1924 0.2087 -0.0952
H 5.953627 -0.344120 -1.845154 0.2998 -0.2441 0.1539
H 0.516366 0.003828 0.958345 0.0771 -0.5958 -0.5749
H 1.992084 1.948456 -1.855552 -0.0132 -1.5972 -0.3268
H 5.031718 -2.078793 0.228509 -0.2763 0.1088 0.5256
H -0.184103 2.728993 -6.295645 0.1255 -0.1819 -1.2207
H -4.942047 -1.679395 0.738570 0.3364 -0.0996 -0.0129
H 1.078456 6.558230 -1.340459 0.5820 0.1190 -0.1773
```
Forces are in eV/Å.

Results
Lowest unoccupied orbital energy   0.2 eV
Energy   -2311.03904 hartree
Total charge   0
Spin multiplicity   1
Energy relative to the best compared isomer or geometry (same formula, charge and spin)   0.0 kcal per mole
Gap between HOMO and LUMO   9.55 eV
HOMO level   -9.3367 eV

Löwdin atomic charge list, values in e, 2 entries: O -0.06; O -0.04

[2]
# C5H7N

2 unconnected molecules or ions with the total composition C5H7N at a distorted geometry (ωB97M-V with the def2-TZVPD basis set, the Open Molecules 2025 dataset).

```
13
Properties=species:S:1:pos:R:3:forces:R:3
N 2.861134 0.257539 1.138441 -1.0613 -0.3283 -0.8847
C 2.023660 -0.179881 0.456969 1.1653 0.5378 1.0786
C -0.147555 -1.177082 0.184394 2.2282 -2.3334 0.2461
C -0.476112 1.336469 -0.376007 -1.9968 1.7514 0.2232
C -1.430391 0.511537 0.051943 -1.5627 3.2311 -0.3468
C 1.016844 -0.770834 -0.337008 1.0420 -2.5499 0.3899
H -0.782892 -1.858909 -0.358988 -0.2284 0.3403 -0.3743
H -0.285902 -1.228781 1.254536 -0.0758 0.5165 0.0368
H 0.190250 1.870693 0.289766 0.0488 -0.2339 0.1417
H -2.188460 0.155451 -0.625811 0.0755 -0.3460 -0.2523
H -1.728027 0.519199 1.086476 0.2792 -0.3740 0.3181
H 1.301647 -1.017278 -1.341635 -0.1201 0.2245 -0.4459
H -0.354194 1.581874 -1.423080 0.2059 -0.4360 -0.1304
```
Forces are in eV/Å.

Results
Lowest unoccupied orbital energy   -0.6 eV
Energy   -249.32471 hartree
Total charge   0
Spin multiplicity   1
Energy relative to the best compared isomer or geometry (same formula, charge and spin)   93.2 kcal per mole
Gap between HOMO and LUMO   7.56 eV
HOMO level   -8.1304 eV

natural (NBO) atomic charge list, values in e, 2 entries: N -0.33; C 0.25

[3]
# C5H10N2

C5H10N2 in the gas phase at a distorted geometry (ωB97M-V with the def2-TZVPD basis set, the Open Molecules 2025 dataset).

```
17
Properties=species:S:1:pos:R:3:forces:R:3
N -0.005806 1.375109 -1.735632 -1.5269 -0.3763 -0.6794
N 1.642490 -2.019399 0.252186 -0.1436 -0.8463 -1.8656
C -0.762805 1.874093 -0.571512 2.5164 3.2425 -1.7089
C 0.286968 -0.094336 0.725876 -2.4217 2.4218 -1.7881
C -0.966073 0.785946 0.332428 0.1141 -0.8732 5.5771
C 1.535061 -2.792767 1.214149 -1.7532 -2.8451 2.3622
C 0.513953 -1.233855 0.109780 -2.4034 0.2122 -0.4840
H -0.399131 -1.800113 -0.491489 2.6526 1.6695 1.3347
H 1.713815 -3.897774 1.087643 1.5517 1.1284 0.6061
H 0.843329 -2.584845 2.117914 0.7112 -0.0965 -1.3079
H 0.989334 0.533592 1.242678 0.6968 -0.4773 0.3161
H -1.714773 2.239374 -0.904019 -0.7485 0.4137 0.0051
H -1.273333 1.367551 1.321311 0.1370 -1.5512 -1.5121
H 0.472072 2.086859 -2.245733 0.3476 0.7156 -0.1442
H -0.250718 2.813452 -0.134116 -0.4427 -1.6422 -0.3988
H -0.793099 1.119450 -2.348705 0.9516 -0.3440 -0.2323
H -1.831291 0.227667 0.027243 -0.2388 -0.7518 -0.0800
```
Forces are in eV/Å.

Results
Lowest unoccupied orbital energy   0.7 eV
Energy   -305.88472 hartree
Total charge   0
Spin multiplicity   1
Energy relative to the best compared isomer or geometry (same formula, charge and spin)   87.3 kcal per mole
Gap between HOMO and LUMO   9.51 eV
HOMO level   -8.8551 eV

natural (NBO) atomic charge list, values in e, 2 entries: N -0.83; N -0.43